ORCA calculation (the ωB97M-V functional and the def2-TZVPD basis) on a 11-piece molecular cluster, C15H52N12O11 overall in a non-equilibrium geometry.

```
90
Properties=species:S:1:pos:R:3:forces:R:3
N 3.368110 -1.967448 -1.235349 0.198 0.315 -0.029
C 4.472066 -2.501517 -1.834925 0.471 0.032 -0.378
N 4.863270 -3.745010 -1.421204 -0.234 -0.140 -0.064
O 5.073765 -1.892701 -2.707694 -0.101 -0.095 0.255
H 2.749099 -2.479412 -0.639008 0.008 -0.058 0.002
H 3.245293 -0.983130 -1.437633 -0.401 -0.179 0.163
H 4.547401 -4.154963 -0.562267 0.026 0.051 0.021
H 5.694062 -4.108761 -1.850674 0.030 0.018 0.041
N 0.687480 1.259139 0.494992 -0.097 -0.014 0.153
C -0.163614 0.209554 0.561620 0.066 -0.407 -0.476
N 0.441245 -1.011062 0.462193 0.068 0.675 0.119
O -1.387214 0.301221 0.671292 0.007 0.190 0.397
H 0.291826 2.180478 0.573448 -0.015 0.029 -0.233
H 1.580612 1.148702 0.027990 0.082 0.192 0.257
H -0.129115 -1.834637 0.490726 0.096 -0.099 -0.027
H 1.443723 -1.018226 0.433251 0.020 -0.468 0.057
N 3.868128 1.022746 2.324804 -0.197 0.032 0.285
C 5.064433 1.170492 2.969142 0.223 0.442 -0.166
N 5.014392 1.882394 4.145125 0.045 -0.455 -0.205
O 6.115368 0.752168 2.515791 -0.166 -0.162 0.028
H 3.005430 1.328435 2.736801 -0.040 -0.055 -0.104
H 3.839733 0.497681 1.473085 0.044 -0.030 0.005
H 4.204901 2.402982 4.426194 0.080 0.084 0.012
H 5.919486 2.113667 4.511031 -0.079 0.150 0.156
N -0.091398 4.329492 -0.909212 0.241 -0.668 -0.361
C 0.914683 5.247686 -0.976474 -0.168 0.489 0.352
N 1.596162 5.286933 -2.166200 -0.082 -0.177 0.094
O 1.183412 6.009751 -0.060644 0.086 -0.271 0.013
H -0.318187 3.779540 -1.719346 -0.103 0.008 0.054
H -0.665530 4.193987 -0.086996 -0.143 0.582 -0.231
H 2.342844 5.951717 -2.234374 -0.016 0.022 -0.084
H 1.379471 4.678739 -2.932993 0.077 0.074 -0.063
N -4.297464 -3.531165 -1.583046 -0.057 -0.455 -0.001
C -3.948488 -2.204910 -1.557971 0.078 0.053 0.135
N -3.010622 -1.889822 -0.611351 -0.242 -0.368 -0.273
O -4.427318 -1.385630 -2.318591 0.089 0.082 -0.284
H -4.003495 -4.187799 -0.881038 0.111 0.170 0.096
H -5.016187 -3.834774 -2.212640 -0.105 0.265 -0.016
H -2.515550 -1.024730 -0.721838 -0.073 0.112 0.322
H -2.677236 -2.621316 -0.004479 0.229 0.159 0.065
N -4.129540 1.469979 0.024849 0.243 -0.134 0.023
C -4.989262 2.115871 0.865646 0.359 0.088 -0.488
N -4.579931 2.125077 2.181064 -0.053 -0.010 -0.157
O -6.017918 2.641147 0.477307 -0.143 0.040 0.247
H -4.306431 1.486649 -0.962853 -0.298 -0.020 0.046
H -3.229666 1.119947 0.316585 -0.130 0.099 0.093
H -5.097957 2.709523 2.809929 -0.011 -0.018 0.030
H -3.629659 1.880746 2.397650 -0.071 -0.102 0.246
C 0.202010 -1.294143 -3.045559 0.582 -0.787 0.259
C -0.407568 -0.490095 -4.176814 0.201 -0.693 0.148
O 0.577592 0.343466 -4.781508 -0.083 0.360 0.211
H 1.014725 -1.966027 -3.348334 0.028 0.316 -0.404
H -0.502312 -1.987537 -2.574214 -0.358 0.411 0.014
H 0.636991 -0.657072 -2.273414 -0.202 0.162 0.004
H -1.225247 0.092090 -3.747832 0.005 0.278 -0.349
H -0.809122 -1.165876 -4.933592 -0.239 0.017 0.097
H 0.711598 0.073727 -5.691697 -0.048 -0.029 0.007
C 3.356742 1.266654 -3.291352 -0.065 -0.267 -0.612
C 3.015840 1.949962 -1.990638 0.039 -0.493 -0.342
O 3.284029 1.089090 -0.860577 -0.075 -0.041 -0.064
H 3.029730 1.859980 -4.149853 0.147 0.249 0.147
H 2.773189 0.352189 -3.409218 0.096 -0.082 0.216
H 4.408729 1.012632 -3.425259 0.040 0.103 0.199
H 1.934159 2.093038 -2.003731 0.047 0.325 0.332
H 3.542729 2.892328 -1.848662 -0.172 0.113 -0.012
H 4.238564 1.053187 -0.728523 0.031 0.036 -0.015
C -3.219754 -1.702347 4.831554 0.779 0.398 0.254
C -2.552554 -1.478791 3.493739 -0.456 0.553 -0.412
O -2.245780 -0.085959 3.384179 0.018 -0.172 0.222
H -2.535889 -1.356093 5.613182 -0.071 -0.139 0.035
H -3.448871 -2.749209 5.017518 -0.178 -0.020 -0.066
H -4.101472 -1.068109 4.897398 -0.185 -0.214 -0.056
H -3.266788 -1.739592 2.699059 0.207 -0.132 -0.060
H -1.621204 -2.039021 3.349070 -0.110 -0.289 0.206
H -1.879097 0.045902 2.501355 -0.029 0.093 -0.247
C -0.613741 -4.787563 -0.543538 0.401 0.032 0.197
C -1.076459 -5.018871 0.874810 -0.117 0.227 0.518
O -2.321572 -4.325325 1.052151 0.063 -0.099 -0.143
H -1.384600 -4.991092 -1.283740 -0.075 -0.146 0.069
H 0.261564 -5.409628 -0.740568 -0.077 -0.017 -0.123
H -0.308052 -3.747663 -0.670584 -0.050 0.035 -0.092
H -0.353334 -4.624233 1.600033 0.106 0.077 -0.191
H -1.174068 -6.076518 1.135807 -0.230 -0.052 -0.306
H -2.522403 -4.240094 1.988893 -0.007 -0.057 0.027
C -1.308827 3.912994 2.334879 -0.668 -0.421 -0.029
O -2.092817 4.035914 1.132953 0.512 0.159 0.612
H -1.435585 2.895344 2.720260 0.234 0.029 0.093
H -0.258003 4.109663 2.127856 -0.006 0.083 -0.131
H -1.656523 4.603372 3.102354 0.137 0.112 -0.017
H -2.941125 4.399938 1.400415 -0.127 -0.086 -0.323
```
Positions in Å, forces in eV/Å.

Values from the calculation:
HOMO level, eV: -9.1631
Structure (SMILES): NC(N)=O.NC(N)=O.NC(N)=O.NC(N)=O.NC(N)=O.NC(N)=O.CCO.CCO.CCO.CCO.CO
Orbital gap, eV: 9.0
Energy relative to the best compared isomer or geometry (same formula, charge and spin), kJ/mol: 0.00
Largest force on an atom, eV/A: 1.01

ORCA calculation (the ωB97M-V functional and the def2-TZVPD basis) on C3H6N4O as an isolated structure in a non-equilibrium geometry.

```
14
Properties=species:S:1:pos:R:3:forces:R:3
C -1.984936 0.228730 -0.743667 -1.287 6.054 -1.157
C -0.623169 -0.427192 0.853592 0.641 -2.227 4.045
C 0.751194 -0.337676 0.342695 -3.358 -3.293 0.007
H -2.921711 -0.012808 -1.177767 -1.232 0.291 -0.350
H -1.404171 0.747172 -1.580748 0.249 -1.199 0.848
H -2.004439 1.025595 0.100474 -1.085 -0.136 -1.921
H -0.481325 -1.208833 1.762787 -1.145 1.218 -2.181
H -0.784665 0.576636 1.437677 -0.441 -1.662 -1.480
H 3.244591 1.215958 -0.378100 -2.507 -2.510 0.568
N 1.499530 -1.406786 -0.197687 -0.883 1.661 1.145
N 2.610330 -0.856047 -0.497118 -0.459 2.482 -0.156
N 2.425938 0.472736 -0.222693 4.751 2.425 -0.464
N 1.268626 0.808031 0.398952 3.519 0.491 -2.071
O -1.595793 -0.825517 -0.098391 3.237 -3.595 3.168
```
Positions in Å, forces in eV/Å.

Values from the calculation:
HOMO level, eV: -10.0938
Orbital gap, eV: 11.1
Energy relative to the best compared isomer or geometry (same formula, charge and spin), kJ/mol: 429.01
Largest force on an atom, eV/A: 6.30

ORCA calculation (the ωB97M-V functional and the def2-TZVPD basis) on C33H47FNP2W as an isolated structure.

```
85
Properties=species:S:1:pos:R:3:forces:R:3
W -0.073020 1.405723 0.542711 0.415 -0.188 -0.533
C 2.547288 -0.617804 -2.009362 0.005 0.128 -0.162
C 2.171442 -1.570381 -0.916758 -0.055 -0.174 0.146
C 1.929697 -2.899700 -1.262736 0.014 0.059 0.001
C 1.515214 -3.839581 -0.337274 -0.022 -0.057 0.051
C 1.321405 -3.463745 0.982255 0.013 0.015 0.019
C 1.573566 -2.156083 1.355927 -0.004 0.117 0.062
C 2.016452 -1.207027 0.430014 -0.086 -0.033 -0.155
P 2.166234 0.497046 1.070128 -0.105 0.036 0.319
C 2.875308 0.376325 2.744196 0.188 -0.238 -0.169
C 2.348526 1.226547 3.715512 -0.100 0.162 -0.064
C 2.872841 1.256628 4.994256 0.033 -0.006 0.083
C 3.930770 0.422015 5.320425 -0.082 0.067 0.000
C 4.454492 -0.427573 4.363679 -0.021 -0.007 0.014
C 3.948290 -0.473591 3.068039 -0.100 0.009 -0.003
C 4.570207 -1.466707 2.127825 0.171 -0.075 -0.080
C 3.245278 1.573833 0.096206 0.043 0.076 0.003
C 4.638181 1.479801 0.090362 -0.071 0.068 -0.033
C 5.387905 2.345222 -0.683954 0.022 -0.072 0.063
C 4.748558 3.320514 -1.438289 0.038 0.062 -0.039
C 3.372789 3.443136 -1.401777 -0.090 -0.066 0.069
C 2.596265 2.577382 -0.630202 0.204 -0.085 -0.043
C 1.098476 2.737455 -0.589082 -0.119 0.231 -0.158
H 2.527680 -1.137310 -2.966035 0.017 0.030 -0.022
H 3.541680 -0.193853 -1.875727 0.012 0.011 0.009
H 1.839508 0.211948 -2.068578 0.000 0.032 0.006
H 2.065248 -3.197520 -2.294508 0.007 0.005 -0.039
H 1.341346 -4.860529 -0.648249 -0.010 -0.034 0.001
H 0.987815 -4.180412 1.719841 -0.006 -0.028 0.017
H 1.436111 -1.869516 2.392718 0.019 0.028 0.023
H 1.520859 1.879468 3.472642 -0.036 -0.013 -0.053
H 2.455648 1.932076 5.727307 -0.013 0.002 0.040
H 4.347250 0.429060 6.318046 0.012 0.025 0.030
H 5.281246 -1.077389 4.623389 0.011 -0.012 -0.018
H 5.647200 -1.499470 2.290979 0.019 -0.028 -0.012
H 4.390656 -1.256920 1.078307 0.050 0.040 -0.035
H 4.177575 -2.468903 2.311282 0.011 -0.005 0.024
H 5.136402 0.742527 0.699112 0.062 -0.109 0.050
H 6.466362 2.268481 -0.696227 0.010 -0.009 0.017
H 5.332426 4.001425 -2.043117 0.004 0.007 -0.012
H 2.886134 4.225143 -1.970434 -0.027 0.014 -0.019
H 0.685236 2.732015 -1.606581 0.084 0.096 0.053
H 0.844887 3.727351 -0.168464 0.048 -0.086 -0.083
F -0.400625 2.151800 2.275627 -0.119 -0.053 0.160
C -1.496145 -2.029210 -2.487027 -0.033 -0.043 0.029
C -2.677919 -1.046768 -2.425984 -0.210 -0.023 -0.054
C -2.583324 -0.150944 -3.670418 0.059 0.077 0.023
C -4.000314 -1.819648 -2.517062 -0.078 0.003 0.072
P -2.522224 -0.006396 -0.885848 0.195 -0.188 -0.030
N -0.966979 0.386331 -0.716125 -0.308 0.375 0.383
C -3.513549 1.572371 -1.011833 -0.164 0.049 0.045
C -3.525953 2.283276 0.350258 0.210 -0.059 0.232
C -2.835931 2.551275 -1.983506 0.094 0.057 0.031
C -4.964849 1.351881 -1.461339 0.001 -0.101 -0.054
C -2.972289 -0.991838 0.647651 -0.097 -0.014 -0.013
C -4.479434 -1.096861 0.908223 -0.061 0.046 -0.042
C -2.394913 -2.410979 0.534737 -0.012 0.019 -0.053
C -2.294108 -0.363784 1.870876 0.574 0.051 0.032
H -1.371212 -2.338925 -3.524583 0.007 -0.033 -0.038
H -1.668497 -2.926005 -1.899820 0.024 -0.007 0.029
H -0.568607 -1.571352 -2.154098 0.112 0.046 -0.002
H -2.526842 -0.804174 -4.541308 0.004 -0.016 -0.028
H -1.688080 0.471809 -3.663343 0.016 -0.004 -0.004
H -3.461370 0.479305 -3.799853 0.041 -0.020 0.005
H -3.987884 -2.390786 -3.446957 -0.017 -0.008 -0.027
H -4.869504 -1.160683 -2.549851 0.050 -0.047 0.011
H -4.138174 -2.533524 -1.705772 0.013 0.045 -0.046
H -2.516243 2.454580 0.768246 -0.291 -0.055 -0.162
H -4.120460 1.771502 1.106206 0.022 0.008 -0.061
H -3.959506 3.272381 0.204422 -0.043 0.026 0.011
H -1.792292 2.728238 -1.713843 -0.051 -0.002 -0.029
H -3.365786 3.501619 -1.905551 0.002 0.035 -0.013
H -2.877843 2.240242 -3.020595 0.013 0.002 0.008
H -5.495454 0.611366 -0.864208 0.026 0.029 -0.006
H -5.026343 1.056921 -2.508681 -0.003 0.005 0.042
H -5.499482 2.296459 -1.360144 -0.034 0.048 -0.017
H -5.019326 -1.554881 0.078051 0.050 0.033 0.032
H -4.936762 -0.133098 1.127407 0.007 -0.034 0.003
H -4.627267 -1.732701 1.782268 -0.020 -0.023 0.031
H -2.905418 -3.019992 -0.206888 0.018 0.021 0.011
H -2.534868 -2.896296 1.500878 0.005 -0.048 0.043
H -1.328896 -2.400092 0.317605 0.100 -0.010 -0.017
H -2.708911 0.584776 2.205558 0.047 -0.033 -0.091
H -1.191031 -0.264687 1.717851 -0.555 -0.178 0.137
H -2.352817 -1.069617 2.700970 -0.159 0.032 0.050
```
Positions in Å, forces in eV/Å.

Values from the calculation:
2S+1: 3
Charge: +1
HOMO level (spin up / spin down), eV: -9.7043 / -11.3997
Orbital gap (spin up / spin down), eV: 7.3 / 8.3
Expectation value of S²: 2.011
Energy relative to the best compared isomer or geometry (same formula, charge and spin), kJ/mol: 14.96
Largest force on an atom, eV/A: 0.70

ORCA calculation (the ωB97M-V functional and the def2-TZVPD basis) on an isolated ion of composition C19H23N2 and charge +1 in a non-equilibrium geometry.

```
44
Properties=species:S:1:pos:R:3:forces:R:3
C 3.881552 -1.898353 0.947087 0.335 -0.848 -0.407
C 3.397521 -2.343473 -0.301149 -1.196 1.737 1.003
C 2.222891 -1.738104 -0.804222 0.239 0.180 0.129
C 1.528266 -0.700878 -0.104021 0.935 -1.331 0.053
C 0.286064 -0.047099 -0.694335 1.424 -0.975 -1.381
C 0.534996 1.397366 -0.942851 -0.628 1.620 0.897
C 0.740859 1.803766 -2.254079 0.456 0.315 -0.392
C 1.101460 3.120123 -2.555676 -0.192 0.883 0.576
C 1.144969 4.084316 -1.535128 0.262 -0.722 0.117
C 0.904550 3.690511 -0.208750 0.272 0.439 -0.062
C 0.611162 2.377138 0.089329 -0.368 -0.581 -0.356
N -0.986508 -0.442640 -0.008740 -1.637 -0.274 0.412
C -1.139444 0.028764 1.408257 0.116 0.123 0.859
C -2.331340 -0.643027 2.129241 0.178 -0.259 -1.174
N -3.197762 -1.253469 1.090878 -0.399 -0.196 0.762
C -3.496955 -0.221807 0.080510 0.668 -0.894 -0.306
C -2.191589 0.132522 -0.687733 -0.845 -0.206 -1.338
C -2.516342 -2.432714 0.481249 -0.128 1.141 0.352
C -1.147540 -1.959022 -0.068431 0.024 -0.319 -0.873
C 2.086287 -0.306598 1.102478 0.326 0.904 1.066
C 3.242695 -0.893291 1.633608 -0.460 0.292 -0.119
H 4.768073 -2.349591 1.404334 -0.261 0.113 -0.384
H 3.931959 -3.083179 -0.849932 0.129 -0.429 -0.375
H 1.890971 -2.034158 -1.803922 -0.097 0.046 0.336
H 0.215468 -0.479507 -1.719993 -0.357 0.047 0.749
H 0.687190 1.096326 -3.083485 -0.017 0.010 0.307
H 1.335700 3.442069 -3.574056 -0.194 -0.335 0.306
H 1.427450 5.112274 -1.740817 -0.099 -0.168 -0.096
H 1.003668 4.389407 0.636718 -0.176 -0.186 -0.673
H 0.379083 2.159903 1.136985 0.365 -0.130 -0.524
H -0.257809 -0.176548 1.972415 0.792 -0.245 0.037
H -1.260998 1.103388 1.411096 -0.105 0.117 -0.413
H -1.939140 -1.378957 2.836421 -0.369 -0.197 -0.256
H -2.836522 0.129423 2.712506 -0.307 -0.228 -0.192
H -3.921226 0.671848 0.522509 -0.033 -0.041 0.426
H -4.219994 -0.576881 -0.673165 0.180 -0.087 0.546
H -2.283298 -0.321188 -1.694260 0.526 0.309 0.419
H -2.101106 1.206870 -0.793639 0.413 0.104 -0.012
H -2.336630 -3.234439 1.231739 -0.420 0.639 -0.450
H -3.163363 -2.808818 -0.334027 0.381 0.110 0.499
H -1.053485 -2.280145 -1.124798 0.159 0.499 0.469
H -0.302690 -2.358635 0.458247 0.322 -0.242 0.383
H 1.709278 0.552157 1.690121 0.000 -0.638 -0.592
H 3.651631 -0.535648 2.581481 -0.215 -0.097 -0.329
```
Positions in Å, forces in eV/Å.

Values from the calculation:
Charge: +1
HOMO level, eV: -12.1298
Structure (SMILES): c1ccc(C(c2ccccc2)[N+]23CCN(CC2)CC3)cc1
Orbital gap, eV: 9.8
Energy relative to the best compared isomer or geometry (same formula, charge and spin), kJ/mol: 89.69
Largest force on an atom, eV/A: 2.34